(1)
17
Properties=species:S:1:pos:R:3:lowdin_charge:R:1 method="wB97M-V/def2-TZVPD" smiles="C=C(C)C.N#CN" spin_multiplicity=1 energy_ha=-305.9732 orbital_gap_ev=9.368 fmax_ev_per_a=1.698
C 2.057 0.900 0.809 0.02
C 1.242 0.170 0.040 -0.42
C 0.681 -1.128 0.543 -0.07
C 1.111 0.447 -1.427 -0.08
H 2.400 0.560 1.773 0.05
H 2.666 1.692 0.404 0.05
H 1.128 -1.417 1.491 0.07
H 0.803 -1.942 -0.170 0.08
H -0.387 -1.006 0.720 0.04
H 0.123 0.864 -1.622 0.03
H 1.227 -0.453 -2.029 0.08
H 1.819 1.199 -1.767 0.07
N -2.195 0.951 -1.191 0.15
C -2.467 0.336 -0.255 -0.37
N -3.067 -0.265 0.776 0.09
H -3.724 0.290 1.306 0.10
H -3.418 -1.197 0.598 0.10

---

(2)
17
Properties=species:S:1:pos:R:3:lowdin_charge:R:1 method="wB97M-V/def2-TZVPD" smiles="C[C@@H]1C[C@H]1/C=N/N" spin_multiplicity=1 energy_ha=-305.9050 orbital_gap_ev=9.956 fmax_ev_per_a=6.764
C 2.198 0.655 0.330 -0.05
C 0.933 -0.133 0.514 -0.35
C 0.605 -1.420 0.057 -0.15
C 0.005 -0.275 -0.629 -0.26
C -1.456 -0.020 -0.587 -0.19
N -2.161 0.047 0.420 -0.06
N -3.524 0.367 0.401 0.00
H 1.968 1.663 0.103 0.06
H 2.706 0.363 -0.653 0.11
H 2.827 0.652 1.160 0.05
H 0.528 0.095 1.455 0.13
H 1.110 -2.296 -0.577 0.16
H -0.152 -1.951 0.601 0.10
H 0.584 -0.116 -1.632 0.17
H -1.886 -0.142 -1.673 0.14
H -3.800 -0.210 1.187 0.07
H -4.003 0.198 -0.498 0.08

---

(3)
17
Properties=species:S:1:pos:R:3:lowdin_charge:R:1 method="wB97M-V/def2-TZVPD" spin_multiplicity=1 energy_ha=-305.8131 orbital_gap_ev="7.703 / 6.952" fmax_ev_per_a=4.340
C 3.430 0.332 -0.220 -0.01
C 2.191 -0.244 -0.203 -0.24
C -0.204 -0.325 0.451 -0.20
C 1.146 0.346 0.476 -0.11
C -1.328 -0.100 -0.723 -0.13
N -3.393 -0.129 0.487 0.01
N -2.450 0.557 -0.407 -0.17
H 4.425 -0.059 -0.729 0.09
H 3.646 1.199 0.419 0.05
H 2.051 -1.202 -0.574 0.08
H -0.211 -1.410 0.438 0.09
H -0.713 0.137 1.280 0.08
H 1.158 1.399 0.799 0.11
H -0.841 0.177 -1.633 0.07
H -4.005 -0.742 0.041 0.03
H -4.017 0.688 0.728 0.09
H -2.976 1.254 -1.033 0.16

---

(4)
17
Properties=species:S:1:pos:R:3:lowdin_charge:R:1 method="wB97M-V/def2-TZVPD" smiles="CNN[C@@H]1C=C1C" spin_multiplicity=1 energy_ha=-305.8288 orbital_gap_ev=8.820 fmax_ev_per_a=5.606
C 0.996 2.326 -0.797 -0.14
N 0.799 1.516 0.400 -0.24
N 1.295 0.266 0.197 -0.08
C 0.286 -0.727 -0.795 -0.10
C -1.146 -0.275 -0.699 0.01
C -0.853 -1.314 0.023 -0.22
C -1.122 -2.462 0.899 -0.06
H 0.659 3.374 -0.457 0.10
H 1.981 2.182 -1.039 0.03
H 0.280 1.919 -1.627 0.09
H -0.346 1.561 0.595 0.15
H 1.308 -0.230 1.021 0.04
H 0.931 -1.153 -1.484 0.08
H -1.677 0.609 -0.913 0.08
H -1.909 -2.238 1.695 0.10
H -0.303 -2.719 1.565 0.07
H -1.501 -3.352 0.325 0.10

---

(5)
17
Properties=species:S:1:pos:R:3:lowdin_charge:R:1 method="wB97M-V/def2-TZVPD" smiles=C1NC[C@H]2C[C@@H]1N2 spin_multiplicity=1 energy_ha=-305.8089 orbital_gap_ev=10.048 fmax_ev_per_a=6.436
C 1.224 -0.922 -0.320 -0.24
N 1.488 0.391 0.003 -0.13
C 0.400 1.306 -0.153 -0.24
C -0.921 0.849 0.300 -0.30
C -1.433 -0.263 -0.601 -0.17
C -0.316 -1.119 -0.012 -0.26
N -0.584 -0.325 1.288 0.02
H 1.358 -1.129 -1.363 0.11
H 1.749 -1.593 0.387 0.13
H 1.540 0.054 1.088 0.13
H 0.746 1.831 -1.149 0.16
H 0.802 2.116 0.612 0.15
H -1.806 1.605 0.339 0.16
H -1.597 0.275 -1.620 0.13
H -2.419 -0.618 -0.689 0.08
H -0.751 -2.237 0.255 0.17
H 0.519 -0.221 1.635 0.11

---

(6)
17
Properties=species:S:1:pos:R:3:lowdin_charge:R:1 method="wB97M-V/def2-TZVPD" spin_multiplicity=1 energy_ha=-305.9236 orbital_gap_ev="8.401 / 8.400" fmax_ev_per_a=3.616
C 0.266 1.210 -0.964 -0.26
C -0.900 1.133 1.234 -0.05
C -1.627 -0.766 -0.883 0.05
C 2.001 -0.863 -0.172 -0.09
C -0.009 0.482 0.206 -0.41
N 0.469 1.777 -1.945 0.17
N 0.984 -0.326 0.704 -0.06
H -1.352 0.383 1.882 0.08
H -0.316 1.816 1.854 0.09
H -1.693 1.695 0.748 0.09
H -2.136 -1.197 -0.041 0.00
H -1.054 -1.450 -1.482 0.00
H -2.163 -0.017 -1.430 0.01
H 2.794 -0.118 -0.305 0.09
H 2.433 -1.759 0.264 0.08
H 1.594 -1.098 -1.158 0.08
H 0.709 -0.902 1.487 0.13

---

(7)
17
Properties=species:S:1:pos:R:3:lowdin_charge:R:1 method="wB97M-V/def2-TZVPD" smiles=CN1C[C@@H]2N[C@H]2C1 spin_multiplicity=1 energy_ha=-305.8385 orbital_gap_ev=9.151 fmax_ev_per_a=3.051
C 2.388 -0.046 0.199 -0.09
N 0.982 0.073 -0.224 -0.26
C 0.185 1.238 0.076 -0.20
C -1.127 0.687 -0.369 -0.23
N -2.265 -0.147 0.060 0.08
C -0.987 -0.665 0.386 -0.27
C 0.220 -1.144 -0.328 -0.19
H 2.789 -0.998 -0.345 0.11
H 2.494 -0.057 1.363 0.10
H 2.911 0.832 -0.222 0.07
H 0.118 1.402 1.178 0.12
H 0.481 2.120 -0.471 0.11
H -0.978 0.586 -1.493 0.15
H -2.849 0.149 0.824 0.10
H -0.828 -0.547 1.536 0.17
H 0.756 -1.909 0.339 0.13
H 0.014 -1.484 -1.336 0.12

---

(8)
17
Properties=species:S:1:pos:R:3:lowdin_charge:R:1 method="wB97M-V/def2-TZVPD" smiles="CC(C)=C=N.C=N" spin_multiplicity=1 energy_ha=-305.9458 orbital_gap_ev=8.869 fmax_ev_per_a=1.033
C -0.721 2.290 0.663 -0.07
C -0.031 0.970 0.851 -0.37
C 1.461 0.916 0.650 -0.07
C -0.666 -0.121 1.165 -0.21
N -1.202 -1.108 1.635 0.14
H -0.483 2.710 -0.316 0.07
H -1.799 2.175 0.742 0.07
H -0.392 3.002 1.421 0.08
H 1.714 1.139 -0.388 0.07
H 1.836 -0.074 0.893 0.07
H 1.955 1.649 1.287 0.07
H -1.568 -1.813 1.004 0.05
C 0.216 -2.662 -1.944 -0.13
N -0.365 -1.724 -1.361 0.03
H 0.144 -2.915 -3.008 0.07
H 0.866 -3.295 -1.352 0.06
H -0.965 -1.139 -1.943 0.06